Record 1
This record from the OMol25 dataset describes 9 unconnected molecules or ions with the total composition C30H47O28P at a distorted geometry. The level of theory is wB97M-V/def2-TZVPD.

The HOMO-LUMO gap is 10.59 eV. The SMILES is CCOP(=O)(OCC)OCC.O=C1OCCO1.O=C1OCCO1.O=C1OCCO1.O=C1OCCO1.O=C1OCCO1.O=C1OCCO1.O=C1OCCO1.O=C1OCCO1.

Positions of all 106 atoms, in Å:
C -4.780 11.091 -1.990
C -4.852 9.871 -2.926
O -5.517 8.793 -2.181
P -5.186 7.269 -2.743
O -3.716 6.994 -2.909
O -6.034 7.220 -4.126
C -7.292 7.869 -4.268
C -8.257 6.781 -4.820
O -5.947 6.275 -1.730
C -5.530 6.106 -0.439
C -6.680 5.149 0.070
H -4.956 10.767 -0.964
H -3.856 11.668 -1.951
H -5.511 11.804 -2.371
H -5.334 9.970 -3.899
H -3.846 9.520 -3.157
H -7.723 8.271 -3.351
H -7.099 8.731 -4.907
H -8.206 5.849 -4.257
H -9.270 7.101 -4.579
H -8.194 6.652 -5.901
H -4.499 5.751 -0.440
H -5.552 7.083 0.043
H -7.716 5.437 -0.107
H -6.484 4.176 -0.379
H -6.667 5.056 1.156
O 2.413 -1.376 -0.901
C 1.664 -1.091 0.091
O 1.471 -1.915 1.102
C 0.659 -1.417 2.112
C 0.371 -0.043 1.532
O 1.145 0.036 0.324
H -0.154 -2.127 2.262
H 1.079 -1.243 3.103
H 0.623 0.788 2.190
H -0.679 0.103 1.279
O -0.217 -6.454 6.035
C 0.070 -7.597 5.803
O -0.022 -8.610 6.744
C 0.582 -9.798 6.264
C 0.568 -9.504 4.769
O 0.410 -8.160 4.644
H 1.497 -9.754 6.855
H -0.061 -10.651 6.480
H -0.185 -10.125 4.286
H 1.538 -9.882 4.445
O 4.579 -10.184 -5.148
C 4.638 -8.964 -5.072
O 3.586 -8.153 -5.257
C 4.014 -6.746 -5.025
C 5.501 -6.877 -5.213
O 5.761 -8.284 -5.095
H 3.390 -5.961 -5.452
H 3.856 -6.433 -3.993
H 6.129 -6.515 -4.399
H 5.911 -6.454 -6.130
O -4.259 0.087 5.963
C -3.456 0.263 6.879
O -3.395 -0.592 7.854
C -2.465 -0.182 8.768
C -1.698 0.872 8.049
O -2.550 1.257 7.046
H -2.979 0.178 9.659
H -1.750 -0.911 9.148
H -0.787 0.433 7.642
H -1.459 1.561 8.859
O 9.442 2.519 2.578
C 8.601 2.644 1.625
O 7.364 3.197 1.715
C 6.816 3.350 0.403
C 7.607 2.312 -0.387
O 8.749 2.082 0.406
H 5.759 3.092 0.467
H 6.877 4.381 0.055
H 7.961 2.572 -1.385
H 7.023 1.397 -0.476
O 5.075 -1.611 7.591
C 5.785 -2.179 6.814
O 5.461 -3.332 6.297
C 6.237 -3.532 5.098
C 7.533 -2.876 5.458
O 6.983 -1.811 6.263
H 6.534 -4.530 4.776
H 5.891 -3.115 4.152
H 8.157 -2.642 4.595
H 8.264 -3.476 6.001
O -3.417 -4.816 -2.286
C -3.777 -5.774 -3.040
O -3.083 -6.532 -3.888
C -3.795 -7.253 -4.785
C -5.175 -7.049 -4.272
O -5.006 -5.867 -3.411
H -3.712 -6.820 -5.782
H -3.736 -8.341 -4.811
H -5.666 -7.886 -3.776
H -5.722 -6.784 -5.177
O 4.913 4.881 -5.391
C 3.816 4.288 -5.603
O 2.924 4.792 -6.344
C 1.694 4.081 -6.205
C 1.966 3.147 -5.044
O 3.322 3.307 -4.772
H 0.861 4.769 -6.063
H 1.533 3.457 -7.085
H 2.100 2.133 -5.418
H 1.209 2.994 -4.274

These are the Mulliken partial charges, in e, on atoms 1 to 4: -1.115 -0.184 -0.322 0.887

=====

Record 2
This record from the OMol25 dataset describes 14 unconnected molecules or ions with the total composition C42H112O14 at a distorted geometry. The level of theory is wB97M-V/def2-TZVPD.

The HOMO-LUMO gap is 9.91 eV. The energy relative to the best compared isomer or geometry (same formula, charge and spin) comes out at 358.6 kJ/mol.

Positions of all 168 atoms, in Å:
C -0.510 -5.186 1.132
C 0.100 -3.867 1.262
C 1.629 -3.957 0.990
O -0.576 -2.921 0.358
H -0.626 -5.596 0.138
H -1.407 -5.225 1.751
H 0.176 -5.812 1.726
H 0.034 -3.409 2.281
H 2.120 -4.473 1.818
H 2.039 -2.954 1.094
H 2.017 -4.344 0.049
H -0.335 -2.054 0.753
C 4.619 -1.992 -1.095
C 5.687 -3.110 -0.771
C 5.073 -4.235 0.148
O 6.291 -3.700 -1.917
H 5.064 -1.177 -1.696
H 4.276 -1.500 -0.131
H 3.769 -2.524 -1.543
H 6.508 -2.627 -0.307
H 5.722 -5.028 0.323
H 4.170 -4.565 -0.387
H 4.891 -3.754 1.081
H 5.532 -3.898 -2.483
C 0.610 5.911 -0.238
C 0.418 5.247 -1.574
C 1.738 4.580 -1.982
O -0.447 4.157 -1.472
H 1.036 5.275 0.492
H -0.275 6.296 0.272
H 1.243 6.758 -0.402
H 0.134 6.031 -2.285
H 2.613 5.293 -1.891
H 1.661 3.985 -2.971
H 1.853 3.780 -1.286
H -1.339 4.497 -1.153
C -3.236 1.139 -4.455
C -1.923 1.731 -4.132
C -1.274 2.637 -5.203
O -2.098 2.584 -2.975
H -3.827 1.972 -4.802
H -3.743 0.672 -3.601
H -3.208 0.475 -5.301
H -1.259 0.822 -3.869
H -0.347 3.083 -4.837
H -2.002 3.397 -5.379
H -1.089 2.062 -6.100
H -1.209 2.858 -2.633
C 1.269 2.865 5.694
C 1.654 1.593 4.952
C 0.960 0.418 5.550
O 1.262 1.778 3.574
H 1.695 3.813 5.181
H 1.749 2.936 6.702
H 0.112 2.808 5.703
H 2.739 1.431 5.011
H 1.155 -0.543 4.981
H -0.153 0.561 5.624
H 1.188 0.146 6.564
H 1.310 0.875 3.216
C 3.074 -3.603 4.899
C 4.133 -2.929 4.026
C 3.746 -1.579 3.537
O 5.426 -2.808 4.630
H 2.893 -3.114 5.882
H 3.604 -4.559 5.140
H 2.216 -3.825 4.258
H 4.174 -3.623 3.188
H 2.745 -1.740 3.177
H 4.320 -1.137 2.745
H 3.702 -0.928 4.424
H 5.441 -3.421 5.387
C -3.274 6.284 -2.794
C -4.033 5.390 -1.815
C -5.146 4.723 -2.554
O -3.183 4.417 -1.329
H -2.995 5.617 -3.569
H -2.365 6.783 -2.435
H -3.827 7.120 -3.302
H -4.386 6.045 -0.971
H -5.846 5.497 -2.932
H -5.675 4.010 -1.860
H -4.826 4.106 -3.392
H -2.967 3.699 -2.005
C -6.424 -0.240 -0.524
C -5.061 -0.829 -0.594
C -3.952 0.170 -0.187
O -4.948 -1.970 0.306
H -6.625 0.591 -1.237
H -6.526 0.113 0.432
H -7.294 -0.926 -0.681
H -4.936 -1.123 -1.639
H -3.688 0.922 -0.958
H -3.108 -0.448 0.069
H -4.237 0.739 0.732
H -4.149 -2.390 0.047
C 2.969 -6.584 -4.494
C 3.321 -5.185 -4.014
C 2.044 -4.451 -3.586
O 4.046 -5.153 -2.803
H 3.847 -7.041 -5.018
H 2.196 -6.556 -5.237
H 2.653 -7.247 -3.703
H 3.737 -4.586 -4.836
H 1.845 -4.745 -2.556
H 1.177 -4.674 -4.271
H 2.175 -3.362 -3.539
H 4.762 -5.801 -2.881
C 5.716 3.543 -1.390
C 5.304 2.117 -1.115
C 4.903 1.930 0.339
O 4.095 1.759 -1.907
H 6.537 3.841 -0.745
H 4.879 4.139 -1.185
H 6.042 3.671 -2.436
H 6.162 1.403 -1.370
H 4.383 0.889 0.422
H 3.930 2.531 0.485
H 5.707 2.245 1.036
H 4.356 1.747 -2.843
C -1.145 -3.241 -3.008
C -2.558 -3.108 -2.476
C -3.687 -3.514 -3.378
O -2.647 -3.823 -1.261
H -0.869 -4.306 -3.195
H -0.477 -2.791 -2.192
H -1.024 -2.717 -3.960
H -2.676 -2.099 -2.147
H -3.508 -3.114 -4.300
H -4.640 -3.212 -3.023
H -3.591 -4.585 -3.515
H -1.807 -3.637 -0.737
C -2.466 -2.148 3.012
C -3.090 -0.793 3.252
C -3.658 -0.683 4.689
O -2.151 0.192 3.024
H -3.182 -2.885 3.298
H -1.674 -2.236 3.736
H -2.145 -2.229 1.981
H -3.819 -0.677 2.399
H -4.470 -1.421 4.889
H -4.071 0.287 4.930
H -2.956 -0.917 5.443
H -2.563 1.061 3.118
C -2.172 3.811 1.768
C -3.310 3.830 2.742
C -4.648 3.675 2.100
O -3.219 2.884 3.855
H -1.344 4.281 2.201
H -2.482 4.260 0.850
H -1.835 2.767 1.573
H -3.368 4.794 3.322
H -4.850 2.710 1.603
H -4.845 4.521 1.445
H -5.354 3.746 2.987
H -2.385 3.049 4.270
C 1.794 -0.339 -0.165
C 0.644 0.406 0.484
C -0.478 0.747 -0.534
O 0.144 -0.465 1.528
H 2.062 0.254 -1.055
H 1.540 -1.332 -0.540
H 2.600 -0.323 0.517
H 0.982 1.354 0.880
H -0.140 1.461 -1.303
H -1.365 1.199 -0.074
H -0.629 -0.138 -1.153
H -0.490 -0.029 2.112

These are the Mulliken partial charges, in e, on atoms 1 to 4: -2.027 1.710 -1.133 1.846

=====

Record 3
This record from the OMol25 dataset describes a gas-phase ion, C4H6N (charge +1) at a distorted geometry. The level of theory is wB97M-V/def2-TZVPD.

The total charge is +1. The HOMO-LUMO gap (spin up / spin down) is 8.07 / 7.97 eV. The energy relative to the best compared isomer or geometry (same formula, charge and spin) comes out at 765.8 kJ/mol.

Positions of all 11 atoms, in Å:
C 0.288 1.067 -0.523
C -0.460 2.544 -1.020
C 1.301 0.079 -0.552
C -0.828 -0.589 0.958
N -0.187 -0.239 -0.343
H 1.814 -0.065 -1.500
H 1.997 -0.113 0.343
H -0.506 0.083 1.851
H -1.935 -0.324 0.788
H -0.635 -1.741 1.104
H -0.851 -0.703 -1.107

These are the natural (NBO) partial charges, in e, on atoms 1 to 4: -0.137 0.429 -0.236 -0.442

=====

Record 4
This record from the OMol25 dataset describes 13 unconnected molecules or ions with the total composition H27O13 at a distorted geometry. The level of theory is wB97M-V/def2-TZVPD.

The total charge is +1. The HOMO-LUMO gap is 10.95 eV. The energy relative to the best compared isomer or geometry (same formula, charge and spin) comes out at 214.7 kJ/mol.

Positions of all 40 atoms, in Å:
O 1.837 -0.388 -0.710
H -2.824 -2.160 -2.822
H 1.816 -3.351 0.464
O 0.340 -2.478 -2.103
H -2.537 -3.114 -1.635
H 0.078 3.388 3.305
O -2.610 -2.467 1.487
H 1.074 -1.967 -2.446
O 0.987 3.045 3.324
H 0.598 -2.821 -0.449
H 0.888 2.159 3.687
O 1.104 -2.712 0.382
H 2.799 -0.440 -0.609
H -0.721 0.311 -1.847
O -0.638 1.092 -1.289
H 1.524 -0.191 0.890
H -1.247 0.988 -0.562
O 1.078 -0.224 1.814
H -1.516 -1.281 0.652
H 0.729 0.691 1.862
O -0.260 -0.554 -3.911
H -0.725 0.230 -4.196
H 0.308 -0.778 1.230
O -0.067 3.261 0.357
H 3.910 2.526 0.535
H -0.814 3.092 -0.212
O -1.548 2.651 2.650
H -0.894 3.178 2.175
H -2.057 2.146 2.013
O -2.314 -2.267 -2.014
H 0.125 -1.156 -4.530
H 1.724 0.104 -1.533
O 3.393 2.188 1.268
H 0.694 3.725 0.035
H -0.145 -1.193 -0.397
O -0.734 -0.852 0.283
H -2.469 -2.825 2.365
H -0.458 -2.272 -2.615
H 3.082 2.920 1.813
H -3.512 -2.204 1.290

These are the natural (NBO) partial charges, in e, on atoms 1 to 4: -0.956 0.489 0.490 -0.979